11
Properties=species:S:1:pos:R:3:forces:R:3:nbo_charge:R:1 method="wB97M-V/def2-TZVPD" homo_lumo_gap_ev=7.76 homo_ev=-8.121 smiles="S=CNC(=S)NS"
S 3.329951 -0.206311 0.025582 3.57 2.23 -0.20 0.162
C 1.994662 -0.915469 -0.116610 -5.54 -4.37 1.86 -0.196
N 0.626474 -0.460790 -0.315936 -1.86 -3.00 -0.08 -0.635
C -0.011138 0.778143 -0.338381 2.66 -1.68 2.86 0.273
S 0.950828 2.122911 0.047118 -1.71 -0.45 -1.20 -0.157
N -1.398354 0.723662 -0.268879 0.50 5.60 -1.60 -0.822
S -2.654893 -0.340797 0.019162 -0.19 -0.39 0.85 0.227
H 1.920413 -2.104102 0.296210 -0.16 3.02 -1.61 0.189
H -0.117146 -1.286152 -0.193232 2.36 2.26 -0.55 0.406
H -1.562491 1.815726 -0.531664 -0.67 -3.30 1.10 0.433
H -3.078307 -0.126819 1.376629 1.05 0.08 -1.45 0.120

---

11
Properties=species:S:1:pos:R:3:forces:R:3:nbo_charge:R:1 method="wB97M-V/def2-TZVPD" homo_lumo_gap_ev=8.72 homo_ev=-8.638
S 3.372213 -0.420223 -0.210363 0.52 1.13 0.22 0.070
N 2.266829 0.980517 0.013374 0.43 -2.84 -0.63 -0.461
C 1.090573 0.474366 0.000187 -2.09 5.24 2.00 -0.170
S 0.457903 -1.086298 0.084122 2.75 -2.35 -0.11 0.399
C -1.189878 -0.902493 0.059620 -3.52 0.01 -0.80 -0.154
N -1.865944 0.189579 0.141000 0.70 -2.05 -0.24 -0.558
S -3.518534 -0.119749 -0.193220 -0.24 3.41 0.36 0.155
H 4.524688 0.198677 0.157765 -0.53 -0.08 -0.15 0.135
H 0.265382 1.285345 0.279597 1.51 -1.67 -1.08 0.239
H -1.699836 -1.920029 -0.203969 0.90 1.58 0.64 0.194
H -3.703399 1.320312 -0.128108 -0.44 -2.37 -0.20 0.151

---

11
Properties=species:S:1:pos:R:3:forces:R:3:nbo_charge:R:1 method="wB97M-V/def2-TZVPD" homo_lumo_gap_ev=8.41 homo_ev=-8.535
C -1.294011 0.506580 -0.117307 -0.86 -1.68 0.18 -0.036
C 2.203474 0.226233 0.582613 0.95 1.41 -0.72 -0.086
H -1.539672 2.648201 -0.377133 1.44 -2.98 0.08 0.426
H 0.135328 2.158161 -0.374731 -1.54 -1.66 0.54 0.433
H 0.824611 0.818457 2.047636 0.41 -1.31 -1.06 0.415
H 3.022805 0.911036 1.160632 -2.02 -1.85 -1.28 0.212
N -0.853338 1.793449 -0.245498 -1.37 2.38 -0.61 -0.829
N 0.992914 0.142913 1.257548 1.91 1.18 0.48 -0.812
S -2.746152 -0.461578 -0.431614 1.88 2.71 0.06 -0.177
S -0.310695 -0.744987 0.665135 -0.44 1.06 -0.40 0.567
S 2.502042 -0.323890 -1.004308 -0.36 0.73 2.73 -0.115

---

9
Properties=species:S:1:pos:R:3:forces:R:3:nbo_charge:R:1 method="wB97M-V/def2-TZVPD" homo_lumo_gap_ev=10.84 charge=+1 homo_ev=-15.666
C 1.844580 -0.273958 0.264339 1.71 -0.90 -0.83 0.446
C -1.970585 0.122001 -0.025853 -2.24 0.10 1.55 -0.178
N 2.879867 -0.587683 -0.130138 -3.42 1.26 1.55 -0.439
N -1.653918 -1.348525 0.006274 0.25 -0.15 0.44 0.103
N -0.751461 -0.545606 -0.061766 1.97 -0.87 0.54 -0.164
H -2.339462 0.285559 -1.002649 -0.81 1.42 -0.39 0.219
H -2.306555 0.543248 0.976717 0.26 -0.29 -1.87 0.232
H 3.657615 -0.906503 -0.605990 2.06 -0.61 -0.87 0.480
H 0.628211 -0.309900 0.299753 0.21 0.04 -0.12 0.300

---

10
Properties=species:S:1:pos:R:3:forces:R:3:nbo_charge:R:1 method="wB97M-V/def2-TZVPD" homo_lumo_gap_ev=8.67 charge=+1 homo_ev=-15.101
C -1.870055 -0.567854 0.169413 -1.07 -0.48 -0.14 0.914
C 0.517493 -0.938517 0.204519 0.82 1.31 2.88 -0.416
N 0.917185 1.921526 -0.616271 -4.24 -1.01 0.71 -0.122
N -0.702751 -0.322898 -0.042203 -1.25 0.91 -1.31 -0.564
N -0.186474 1.723222 -0.513849 3.28 1.65 -0.77 0.408
O -3.008617 -0.738237 0.299700 0.75 0.28 0.02 -0.397
H 0.297922 -1.642871 0.946012 0.35 -1.20 1.54 0.239
H 0.994187 -1.497712 -0.526675 0.74 -0.36 -2.10 0.235
H 1.155045 -0.147192 0.705947 -0.01 -1.13 -0.70 0.180
H 1.886064 2.210530 -0.626595 0.62 0.03 -0.13 0.521

---

11
Properties=species:S:1:pos:R:3:forces:R:3:nbo_charge:R:1 method="wB97M-V/def2-TZVPD" homo_lumo_gap_ev=10.17 homo_ev=-9.529 smiles=OPc1cn[nH]n1
O 0.352660 -0.130018 -2.205209 -0.79 0.98 -0.48 -0.981
P -0.630857 -1.098434 -1.264267 1.68 0.02 1.73 0.836
C -0.230767 -0.328222 0.435988 -1.77 0.49 -1.64 -0.200
C -0.824757 0.677977 1.276174 -1.34 0.15 -2.74 -0.089
N -0.089399 0.775416 2.303979 0.57 1.44 3.75 -0.235
N 0.858587 -0.120924 2.226496 0.22 0.08 -1.30 -0.188
N 0.832570 -0.739206 1.030054 2.00 -1.62 1.75 -0.252
H -0.126742 0.672228 -2.560483 0.65 -1.52 0.57 0.497
H 0.413207 -2.120992 -0.853604 -1.17 1.05 -1.03 -0.024
H -1.640778 1.406808 1.082769 0.61 -0.98 0.25 0.221
H 1.628831 -0.153082 2.906925 -0.67 -0.10 -0.86 0.415

---

10
Properties=species:S:1:pos:R:3:forces:R:3:nbo_charge:R:1 method="wB97M-V/def2-TZVPD" homo_lumo_gap_ev=7.26 homo_ev=-7.658
N -1.310531 0.530307 0.107553 -0.15 0.09 0.01 -0.691
C 0.085230 0.123966 0.015414 0.20 0.06 0.11 0.020
C 1.030892 0.963105 0.518363 -0.03 -0.45 -0.21 -0.284
N 2.191715 0.186432 0.332374 0.01 -0.11 -0.05 -0.287
N 1.943958 -0.971047 -0.189531 0.01 0.22 0.11 -0.058
N 0.610519 -1.072980 -0.379606 -0.05 0.16 -0.02 -0.416
H -1.898694 -0.029890 0.732763 0.14 0.03 -0.10 0.419
H -1.801735 0.674910 -0.780032 0.13 -0.08 0.11 0.417
H -1.121357 1.455087 0.551518 -0.17 -0.08 -0.05 0.472
H 0.270002 -1.859893 -0.908820 -0.07 0.14 0.09 0.408

---

10
Properties=species:S:1:pos:R:3:forces:R:3:nbo_charge:R:1 method="wB97M-V/def2-TZVPD" homo_lumo_gap_ev=8.54 homo_ev=-8.310
H -1.539374 -1.533853 0.102432 -0.02 -0.29 0.43 0.347
N -1.213561 -0.574373 0.231168 -0.46 0.13 0.18 -0.291
N -1.078584 -0.244593 1.455238 0.06 0.08 -0.27 -0.226
C -0.166243 0.749020 1.515170 0.02 0.03 0.01 0.139
N 0.723825 0.822293 0.540133 -0.14 -0.18 0.03 -0.246
N 0.537279 -0.089869 -0.384464 0.35 -0.03 -0.26 -0.108
C 0.843571 -0.120404 -1.618768 0.22 0.08 0.16 -0.185
H -0.020598 1.320080 2.423734 -0.03 -0.08 -0.19 0.202
H 1.050093 0.776325 -2.189552 0.13 0.02 0.03 0.182
H 0.863592 -1.104628 -2.075091 -0.13 0.23 -0.12 0.187

---

10
Properties=species:S:1:pos:R:3:forces:R:3:nbo_charge:R:1 method="wB97M-V/def2-TZVPD" homo_lumo_gap_ev=9.40 homo_ev=-8.788
C 1.882273 0.767868 -0.178201 2.83 -0.40 -1.53 0.147
C -0.574194 -0.001359 0.050874 1.59 2.11 -1.26 -0.048
N 2.337354 -0.466052 -0.295449 -1.41 1.75 0.16 -0.270
N 0.738681 0.611325 0.575819 0.09 -1.64 0.70 -0.309
N 1.214472 -0.834622 0.518250 1.04 -0.61 2.44 0.021
N 0.103455 -1.248127 -0.189397 -3.61 -4.41 -1.77 -0.489
H 2.551798 1.638628 -0.371222 -1.23 -0.30 0.10 0.199
H -1.145412 0.143376 0.916072 -1.54 -0.53 1.00 0.190
H -0.926687 0.640427 -0.783411 -0.24 -1.02 0.12 0.192
H -0.497239 -2.478008 0.005775 2.47 5.06 0.02 0.367

---

10
Properties=species:S:1:pos:R:3:forces:R:3:nbo_charge:R:1 method="wB97M-V/def2-TZVPD" homo_lumo_gap_ev=7.20 homo_ev=-7.620
N 0.423487 -1.307168 0.263188 0.05 -0.22 0.01 -0.689
C 0.064879 0.041275 -0.143408 -0.08 0.09 -0.26 0.019
C -0.263599 0.270974 -1.442967 0.03 0.23 0.34 -0.285
N -0.526600 1.654020 -1.402033 -0.02 0.06 0.00 -0.291
N -0.370852 2.162102 -0.220832 -0.03 -0.13 -0.28 -0.060
N 0.006204 1.172223 0.607182 0.05 -0.07 0.15 -0.409
H -0.192047 -1.755328 0.948028 0.03 0.13 -0.08 0.418
H 1.397494 -1.447651 0.547238 -0.11 0.11 -0.02 0.418
H 0.276361 -1.743367 -0.670517 0.06 -0.12 0.11 0.472
H 0.167350 1.389962 1.574110 0.02 -0.08 0.02 0.407

---

10
Properties=species:S:1:pos:R:3:forces:R:3:nbo_charge:R:1 method="wB97M-V/def2-TZVPD" homo_lumo_gap_ev=11.47 homo_ev=-10.799 smiles=Cn1cnnn1
C -1.362539 -0.215463 0.163623 -0.18 -0.01 0.02 -0.409
N 0.020709 -0.050306 -0.247152 0.17 -0.05 0.25 -0.199
C 0.938057 0.890768 0.045976 0.03 -0.07 -0.02 0.148
N 2.132948 0.371166 -0.080627 -0.09 0.13 -0.20 -0.298
N 1.935652 -0.914107 -0.453883 -0.03 -0.01 -0.18 -0.062
N 0.687145 -1.176140 -0.553935 0.25 0.04 0.17 -0.067
H -1.356059 -0.989554 0.932207 -0.25 0.13 -0.02 0.224
H -1.971458 -0.551377 -0.675419 0.08 0.11 0.05 0.225
H -1.760629 0.711354 0.578918 0.15 -0.07 -0.16 0.218
H 0.736170 1.923663 0.290294 -0.13 -0.22 0.09 0.219

---

10
Properties=species:S:1:pos:R:3:forces:R:3:nbo_charge:R:1 method="wB97M-V/def2-TZVPD" homo_lumo_gap_ev=11.08 homo_ev=-10.443 smiles=Cc1nnn[nH]1
C 0.644025 1.224974 -0.206759 2.38 -0.79 0.26 -0.655
C -0.156719 0.115472 0.246105 0.10 -2.98 -0.34 0.319
N -0.672451 -0.191979 1.416169 0.44 1.56 0.08 -0.295
N -1.155764 -1.433009 1.375066 0.31 -0.29 -2.40 -0.062
N -0.944017 -1.915881 0.177716 -0.16 -1.06 0.87 -0.072
N -0.262514 -1.020841 -0.536219 -1.40 0.87 2.58 -0.366
H 0.621554 1.981012 0.518849 0.34 1.09 1.04 0.248
H 0.255595 1.620032 -1.080600 -0.76 0.85 -1.91 0.228
H 1.715353 0.877775 -0.437044 -1.49 0.61 0.55 0.233
H -0.045061 -1.257556 -1.473285 0.25 0.13 -0.73 0.422

---

10
Properties=species:S:1:pos:R:3:forces:R:3:nbo_charge:R:1 method="wB97M-V/def2-TZVPD" homo_lumo_gap_ev="8.06 / 7.03" homo_ev="-7.992 / -7.295"
C -2.429401 -0.314583 -0.196802 -0.95 -0.75 -0.76 -0.029
C 1.473105 -0.406913 0.070568 0.85 -0.11 -0.28 -0.103
N -1.551497 0.491946 0.196426 -1.34 1.85 0.61 -0.310
N 0.135473 -0.984619 0.082286 0.60 -0.26 -0.03 -0.242
N -0.325244 0.224398 -0.079494 0.97 -1.63 -0.12 0.191
N 0.853819 0.931691 0.067670 0.52 0.87 0.57 -0.420
H -3.355940 -0.299373 0.369525 -0.18 0.23 0.23 0.145
H 2.062334 -0.595793 0.971578 -0.13 -0.05 -0.03 0.200
H 2.057551 -0.650406 -0.821156 -0.02 0.08 0.03 0.193
H 1.079804 1.603654 -0.660603 -0.31 -0.23 -0.20 0.376

---

10
Properties=species:S:1:pos:R:3:forces:R:3:nbo_charge:R:1 method="wB97M-V/def2-TZVPD" homo_lumo_gap_ev=10.51 homo_ev=-9.571
C 1.054591 -0.068776 1.274681 0.13 -0.01 0.18 -0.428
N 0.436851 -0.030947 -0.034438 -0.52 0.04 0.02 -0.457
C -0.822337 0.062654 -0.063158 0.33 -0.02 0.05 0.236
N -1.582995 0.111152 -1.245137 -0.03 0.00 -0.11 -0.385
N -0.913494 0.049573 -2.293692 0.63 -0.06 -1.17 0.272
N -0.417902 0.001369 -3.302228 -0.62 0.06 1.32 0.018
H 1.761815 0.762390 1.365146 -0.08 -0.14 -0.02 0.206
H 1.623799 -0.998559 1.378111 -0.06 0.15 -0.01 0.206
H 0.332490 -0.005890 2.104799 0.10 -0.01 -0.15 0.170
H -1.472818 0.117035 0.815917 0.12 -0.01 -0.11 0.163

---

10
Properties=species:S:1:pos:R:3:forces:R:3:nbo_charge:R:1 method="wB97M-V/def2-TZVPD" homo_lumo_gap_ev=8.39 homo_ev=-9.469
N -1.735707 -0.221774 -0.259115 0.08 0.06 0.19 -0.803
C -0.407559 0.074543 -0.058828 0.26 -0.11 0.02 0.563
N 0.419928 -1.037326 -0.147138 0.23 0.07 0.02 -0.617
C 1.637098 -0.588759 -0.002072 0.46 0.00 0.06 0.173
N 2.268631 0.482927 0.173978 -1.81 0.90 0.02 -0.075
N 0.115655 1.235350 0.157873 0.26 -0.37 -0.07 -0.701
H -2.430797 0.403114 0.120060 0.17 -0.04 -0.08 0.387
H -1.954890 -1.205840 -0.180710 0.08 0.20 -0.04 0.405
H 2.617659 -1.154951 0.021432 -0.24 -0.57 -0.13 0.293
H -0.527026 2.027863 0.178342 0.52 -0.14 0.01 0.375

---

10
Properties=species:S:1:pos:R:3:forces:R:3:nbo_charge:R:1 method="wB97M-V/def2-TZVPD" homo_lumo_gap_ev=8.00 homo_ev=-7.606
C -1.695672 0.101482 0.369524 -0.06 0.25 0.35 -0.492
N -0.367317 0.081329 0.172266 0.08 -0.08 -0.07 0.096
N 0.627767 0.472938 0.956010 -0.06 -0.33 -0.04 -0.298
C 1.731278 0.143242 0.236711 0.12 -0.07 -0.03 0.132
N 1.503012 -0.406350 -0.929730 -0.04 0.31 0.13 -0.276
N 0.152335 -0.412590 -0.967659 -0.18 0.17 -0.13 -0.211
H -2.003282 0.096278 1.399195 0.11 0.42 0.12 0.208
H -0.402278 -1.098446 -1.453014 0.24 0.03 -0.09 0.421
H -2.273984 0.640963 -0.366735 -0.04 -0.55 -0.24 0.208
H 2.728137 0.381150 0.583428 -0.19 -0.15 0.01 0.214

---

11
Properties=species:S:1:pos:R:3:forces:R:3:nbo_charge:R:1 method="wB97M-V/def2-TZVPD" homo_lumo_gap_ev=9.09 homo_ev=-8.450 smiles=Nc1n[nH]c(O)n1
N -1.952084 -0.902234 -0.699403 0.07 0.02 -0.19 -0.817
C -0.801375 -0.187260 -0.381587 -0.09 -0.01 0.47 0.467
N -0.856096 0.459151 0.764572 -0.03 -0.22 -0.17 -0.366
N 0.446314 0.750650 0.990607 0.23 0.12 0.16 -0.392
C 1.208552 0.268212 0.005967 -0.38 -0.10 0.44 0.636
O 2.522177 0.304525 0.335915 -0.05 -0.01 -0.46 -0.679
N 0.464595 -0.281556 -0.950224 0.23 -0.06 0.77 -0.551
H -2.662726 -0.713081 -0.000154 0.16 -0.03 -0.28 0.393
H -2.332132 -0.973527 -1.628108 0.41 0.24 -0.17 0.388
H 0.771048 0.969563 1.916202 -0.03 0.21 -0.04 0.411
H 3.191726 0.305558 -0.353787 -0.51 -0.15 -0.52 0.510

---

11
Properties=species:S:1:pos:R:3:forces:R:3:nbo_charge:R:1 method="wB97M-V/def2-TZVPD" homo_lumo_gap_ev=10.74 homo_ev=-9.786 smiles=COc1nn[nH]n1
C 1.761998 0.399386 0.880802 0.50 -2.51 -1.39 -0.267
O 0.958659 0.793444 -0.297096 1.54 0.88 0.53 -0.492
C -0.213513 0.292899 -0.583264 -0.64 -2.65 1.70 0.557
N -1.051243 0.792538 -1.465913 -2.29 -0.31 -0.32 -0.310
N -2.205976 0.063606 -1.335334 2.19 1.07 0.30 -0.043
N -1.937673 -0.810289 -0.396944 1.65 2.20 -2.31 -0.124
N -0.709903 -0.818331 0.044589 0.55 1.31 0.62 -0.341
H 2.787156 0.803230 0.632950 -1.42 0.09 0.72 0.215
H 1.937045 -0.766562 0.803328 -0.66 2.20 0.46 0.197
H 1.307220 0.666244 1.877653 0.47 -0.03 -1.33 0.208
H -2.633770 -1.416166 -0.160770 -1.88 -2.24 1.01 0.401

---

11
Properties=species:S:1:pos:R:3:forces:R:3:nbo_charge:R:1 method="wB97M-V/def2-TZVPD" homo_lumo_gap_ev=10.41 homo_ev=-9.680 smiles=CNc1nnon1
C -1.448810 -0.512376 0.564145 -0.68 -2.57 1.06 -0.441
N -0.757606 0.614040 -0.046836 -0.02 -3.36 -0.11 -0.599
C 0.527227 0.324247 -0.342556 2.40 1.19 0.24 0.427
N 1.504264 1.314996 -0.462229 -0.34 0.93 -1.00 -0.262
N 2.581067 0.780005 -0.826578 -0.67 0.60 0.84 0.145
O 2.399412 -0.540018 -0.818074 0.34 -0.62 -0.15 -0.128
N 1.129641 -0.828557 -0.473144 -1.56 -0.68 -0.26 -0.199
H -2.060407 -0.225007 1.489982 1.12 -0.21 -1.26 0.210
H -2.176439 -1.139597 -0.083029 1.18 1.44 0.50 0.203
H -0.616816 -1.292867 0.841914 -1.80 1.47 -0.10 0.229
H -1.081532 1.505134 0.156405 0.03 1.80 0.23 0.415

---

11
Properties=species:S:1:pos:R:3:forces:R:3:nbo_charge:R:1 method="wB97M-V/def2-TZVPD" homo_lumo_gap_ev=9.19 homo_ev=-8.479 smiles="Nc1n[nH]c(=O)[nH]1"
N 0.183111 -1.978972 0.501651 -0.05 0.05 -0.12 -0.806
C -0.031661 -0.633374 0.263368 -0.13 0.18 0.07 0.507
N -0.840457 0.093038 0.968804 0.24 -0.25 -0.19 -0.342
N -0.674590 1.373630 0.469928 0.01 0.35 -0.12 -0.451
C 0.216641 1.445811 -0.559204 -0.05 0.11 0.02 0.729
O 0.616937 2.367978 -1.243664 -0.28 0.07 0.29 -0.645
N 0.624525 0.123374 -0.684149 0.03 0.11 -0.05 -0.628
H -0.530735 -2.349701 1.120328 0.18 0.09 -0.08 0.400
H 0.290973 -2.556480 -0.320606 -0.01 0.12 0.00 0.384
H -1.193521 2.139460 0.861544 0.06 -0.09 -0.05 0.416
H 1.338778 -0.024764 -1.377998 -0.01 -0.75 0.24 0.434

---

How do the records compare in energy above the lowest of the compared OMol25 structures with the same formula, charge and spin? In the order shown, they have 246.44, 252.33, 151.27, 419.14, 281.81, 57.46, 470.49, 418.50, 713.19, 469.69, 157.24, 151.48, 705.92, 227.81, 316.20, 381.09, 78.08, 270.97, 356.62, 0.00 kJ/mol.
How do the records compare in electronic energy? In the order shown, they have -1382.5782, -1382.5760, -1382.6145, -242.4398, -317.7344, -659.4270, -297.4651, -297.4849, -297.3727, -297.4654, -297.5844, -297.5866, -297.3754, -297.5575, -297.5239, -297.4992, -372.8706, -372.7971, -372.7645, -372.9003 hartree.